Entry 1:
A structure of composition C3H16F6N2O13S2Y in a non-equilibrium geometry, computed with ωB97M-V/def2-TZVPD.

**Charge**: +1
**Frontier orbital gap**: 8.765 eV
**Energy relative to the best compared isomer or geometry (same formula, charge and spin)**: 2.173 eV

```
43
C3H16F6N2O13S2Y ωB97M-V/def2-TZVPD
Y 10.56486 5.72959 16.16611
C 9.17818 3.17021 12.21290
F 8.19280 2.65893 11.44650
F 9.72078 2.22344 12.97928
F 10.24640 3.63773 11.66897
S 8.44144 4.54298 13.42783
O 9.33543 4.58670 14.64385
O 8.53389 5.77885 12.66830
O 7.14478 4.07552 13.81655
C 15.15478 7.92966 16.79202
F 14.80584 8.50785 17.97901
F 14.75701 8.70318 15.82775
F 16.44261 7.72584 16.68989
S 14.27570 6.14532 16.47778
O 14.96062 5.24520 17.43917
O 12.80103 6.16453 16.53739
O 14.71449 5.80821 15.17892
O 11.19191 5.29355 18.48264
H 11.70437 4.56585 18.83487
H 11.28777 5.99077 19.13143
O 8.73047 7.00547 15.43352
H 8.07017 7.33115 16.04522
H 8.55516 7.47566 14.61841
O 10.85600 3.31736 16.49724
H 11.51119 2.64618 16.68823
H 10.15602 2.84736 16.04408
O 11.24258 7.44144 14.61606
H 11.19615 8.39751 14.62013
H 11.42044 7.21369 13.70352
O 8.62056 4.99234 17.36369
H 8.24687 4.11164 17.33302
H 8.10985 5.44654 18.03385
O 12.03833 4.74942 14.47547
H 12.17184 5.16046 13.62140
H 12.73325 4.09410 14.53768
C 10.53533 8.92674 17.77928
O 10.38488 7.71654 17.49526
N 11.27083 9.39038 18.77226
N 9.90382 9.95231 17.14888
H 11.69671 8.77424 19.44983
H 11.31606 10.39906 18.79725
H 9.29992 9.55110 16.44572
H 9.96419 10.91709 17.44157
```

These are the Löwdin partial charges, in e, on atoms 1 to 8: number 1, Y, carries 1.584; number 2, C, carries -0.632; number 3, F, carries 0.156; number 4, F, carries 0.114; number 5, F, carries 0.175; number 6, S, carries 0.579; number 7, O, carries -0.481; number 8, O, carries -0.311



Entry 2:
An isolated molecule of C24H15N3O3 in a non-equilibrium geometry, computed with ωB97M-V/def2-TZVPD.

**SMILES**: N#Cc1ccc(N2N=C(c3ccccc3)/C(=C/c3ccc(C(=O)O)cc3)C2=O)cc1
**Charge**: 0
**Frontier orbital gap**: 7.235 eV
**Energy relative to the best compared isomer or geometry (same formula, charge and spin)**: 2.290 eV

```
45
C24H15N3O3 ωB97M-V/def2-TZVPD
N -6.88786 -3.32607 3.49534
O 0.08710 0.69076 -7.22453
O -1.32968 -0.13706 -0.77449
C -5.96547 -2.63244 3.26920
N 0.08166 -0.39231 2.43384
O -0.92178 2.57289 -6.54541
C -0.33338 1.32616 -6.34155
C -0.70426 -0.04106 0.27567
C 1.01455 0.13151 1.67780
C 0.63507 0.38067 0.31653
C 1.38370 0.80517 -0.82158
C 5.03364 0.46068 2.98086
C 4.36227 -0.69164 3.19954
C 4.35669 1.61373 2.58642
C -3.77149 -1.77876 3.65542
C -4.52641 -1.95782 1.31190
C 2.99571 -0.72794 2.78585
C 3.01634 1.58394 2.16124
C -0.55001 1.76098 -3.91882
C 1.00681 0.07602 -4.60548
C -0.02151 1.76991 -2.59484
C 1.46890 0.10101 -3.24879
C -2.55529 -1.19325 3.11972
C -3.23690 -1.58939 0.85256
C -4.71529 -2.14954 2.72633
C 2.33365 0.38222 2.21892
C 0.04841 0.97607 -4.91259
C 0.91449 0.93011 -2.25138
C -2.26419 -1.19987 1.74918
N -0.97414 -0.62510 1.49863
H -0.75168 2.77175 -7.52975
H 2.43876 0.89447 -0.61483
H 6.05990 0.34715 3.26059
H 4.81259 -1.53180 3.72826
H 4.93850 2.49957 2.58733
H -3.92885 -1.80843 4.73850
H -5.37254 -2.12754 0.67344
H 2.46562 -1.65474 2.89158
H 2.56443 2.49881 1.71449
H -1.50925 2.34244 -4.08696
H 1.52718 -0.45111 -5.40392
H -0.40171 2.30075 -1.75531
H 2.19336 -0.61870 -2.93905
H -1.92338 -0.86767 3.88576
H -3.09422 -1.71453 -0.22561
```

These are the Löwdin partial charges, in e, on atoms 1 to 8: number 1, N, carries 0.145; number 2, O, carries 0.142; number 3, O, carries 0.094; number 4, C, carries -0.179; number 5, N, carries 0.227; number 6, O, carries 0.053; number 7, C, carries -0.473; number 8, C, carries -0.393



Entry 3:
A cluster of 2 separate species, C5H12N2O in total in a non-equilibrium geometry, computed with ωB97M-V/def2-TZVPD.

**Charge**: 0
**Frontier orbital gap**: 4.515 eV
**Energy relative to the best compared isomer or geometry (same formula, charge and spin)**: 9.559 eV

```
20
C5H12N2O ωB97M-V/def2-TZVPD
C 0.09286 -2.30441 2.20667
C 0.73019 -1.84894 0.88175
N 0.03631 -0.96608 0.07214
C 0.99436 -0.15603 -0.61124
C -1.16567 -0.00330 0.45110
C -0.68628 2.39826 -1.39100
N 0.07296 2.44884 -2.68687
O 1.89783 -2.14380 0.70165
H -0.53502 -1.39613 2.25692
H -0.53691 -3.14289 1.92852
H 0.92579 -2.51828 2.91266
H 1.82702 -0.80647 -0.80680
H 1.24870 0.71653 -0.06386
H 0.46216 0.24126 -1.43827
H -1.85129 -0.31393 -0.28061
H -1.53108 -0.05649 1.57365
H -1.61820 3.15998 -1.38554
H -0.14529 2.53529 -0.44448
H 1.01303 2.70421 -2.59643
H -1.23148 1.45237 -1.27997
```

These are the Löwdin partial charges, in e, on atoms 1 to 8: number 1, C, carries 0.022; number 2, C, carries -0.518; number 3, N, carries -0.120; number 4, C, carries -0.109; number 5, C, carries 0.124; number 6, C, carries -0.263; number 7, N, carries 0.067; number 8, O, carries 0.044



Entry 4:
An isolated molecule of C23H32N2O, computed with ωB97M-V/def2-TZVPD.

**SMILES**: Cc1ccccc1CN1CCN(CCCc2ccccc2)[C@@H](CCO)C1
**Charge**: 0
**Frontier orbital gap**: 9.172 eV
**Energy relative to the best compared isomer or geometry (same formula, charge and spin)**: 1.180 eV

```
58
C23H32N2O ωB97M-V/def2-TZVPD
C -5.06079 -2.20569 -1.51753
C -4.97466 -1.32509 -0.30530
C -5.83073 -1.54863 0.76623
C -5.79473 -0.75234 1.89602
C -4.89708 0.29841 1.96328
C -4.04074 0.53290 0.90431
C -4.05810 -0.27438 -0.22612
C -3.10569 0.03162 -1.35425
N -1.86934 0.62092 -0.87032
C -1.08522 1.21447 -1.93451
C 0.13807 1.91676 -1.33649
N 0.96591 1.05082 -0.50673
C 1.85331 0.19422 -1.28458
H 2.11396 -0.68218 -0.68624
C 3.14855 0.91657 -1.66935
H 3.65036 0.32179 -2.43577
H 2.91328 1.89051 -2.10183
C 4.10542 1.11580 -0.48627
C 4.55294 -0.19798 0.08765
C 4.04003 -0.66195 1.29185
C 4.42832 -1.88846 1.80218
C 5.33950 -2.66960 1.11290
C 5.86241 -2.21474 -0.08599
C 5.47051 -0.98932 -0.59341
H 5.88639 -0.63737 -1.52728
H 6.57948 -2.81672 -0.62547
H 5.64494 -3.62651 1.51007
H 4.02035 -2.23465 2.74113
H 3.33598 -0.05029 1.83755
H 3.61665 1.70987 0.28534
H 4.97640 1.67213 -0.84132
H 1.36814 -0.16775 -2.20302
C 0.15187 0.34395 0.48405
C -1.05792 -0.34933 -0.16013
H -0.70162 -1.14621 -0.84292
H -1.66876 -0.81722 0.61431
C -0.30702 1.28668 1.60628
H -0.89528 0.70715 2.31919
H -0.94659 2.06690 1.19649
C 0.87025 1.92736 2.34272
O 1.60310 2.81237 1.53881
H 1.69308 2.37244 0.67298
H 1.52779 1.13166 2.73191
H 0.50848 2.50958 3.19551
H 0.78784 -0.42709 0.93619
H -0.20679 2.75080 -0.72139
H 0.75306 2.32400 -2.14098
H -0.76530 0.45343 -2.67303
H -1.69801 1.95267 -2.45793
H -2.90283 -0.87768 -1.94606
H -3.58203 0.75893 -2.02245
H -3.33667 1.34901 0.93993
H -4.86590 0.93470 2.83544
H -6.46903 -0.94869 2.71664
H -6.53999 -2.36271 0.71130
H -4.13667 -2.76749 -1.65551
H -5.23181 -1.61218 -2.41471
H -5.87708 -2.91618 -1.41339
```

These are the Löwdin partial charges, in e, on atoms 1 to 8: number 1, C, carries -0.049; number 2, C, carries -0.230; number 3, C, carries -0.052; number 4, C, carries -0.090; number 5, C, carries -0.082; number 6, C, carries -0.042; number 7, C, carries -0.174; number 8, C, carries -0.146



Entry 5:
A structure of composition C11H30LiO7 in a non-equilibrium geometry, computed with ωB97M-V/def2-TZVPD.

**Charge**: -1
**Frontier orbital gap**: 5.459 eV
**Energy relative to the best compared isomer or geometry (same formula, charge and spin)**: 0.000 eV

```
49
C11H30LiO7 ωB97M-V/def2-TZVPD
Li -31.80582 -21.73991 2.19401
C -33.87767 -25.48925 3.34161
C -33.03304 -24.60478 2.42576
O -32.78568 -23.37640 3.01161
H -33.39566 -25.62645 4.31289
H -34.07462 -26.47866 2.90834
H -34.83166 -25.03460 3.63319
H -33.44908 -24.42538 1.41125
H -32.13688 -25.23474 2.22010
C -29.60701 -18.90074 3.81577
C -29.58572 -20.41315 4.12573
O -30.77522 -21.02511 3.84792
H -28.75817 -18.32100 4.19051
H -30.54192 -18.50886 4.23575
H -29.71566 -18.76646 2.73477
H -29.31553 -20.60680 5.17601
H -28.75065 -20.79615 3.49929
C -34.58205 -18.85041 1.44689
C -33.43036 -19.38015 0.59882
C -32.13809 -18.62672 0.79211
O -33.25381 -20.78939 0.78213
H -34.72853 -17.77234 1.38714
H -34.38313 -19.10328 2.48961
H -35.48297 -19.36311 1.10635
H -33.69867 -19.28076 -0.46634
H -31.85516 -18.51814 1.84100
H -32.30540 -17.62930 0.37433
H -31.29417 -19.06398 0.25874
H -33.86541 -21.25263 0.21041
C -30.73450 -22.90219 -1.47077
C -30.37991 -23.06059 -0.00914
O -30.31185 -21.78036 0.63773
O -29.72815 -22.18853 -2.19002
H -31.68191 -22.35388 -1.54371
H -30.87487 -23.90936 -1.88233
H -29.40754 -23.55858 0.03994
H -31.19799 -23.56695 0.50179
H -29.60769 -21.28401 0.20748
H -29.69155 -22.56582 -3.06986
C -36.14661 -22.87937 2.23578
C -37.11389 -23.59357 3.15518
O -37.96888 -22.60005 3.69112
O -35.19355 -22.11601 2.90629
H -36.74483 -22.25977 1.54694
H -35.61595 -23.45126 1.46093
H -36.53762 -24.10441 3.93266
H -37.64769 -24.41810 2.66983
H -38.55115 -23.02253 4.32861
H -34.31077 -22.58900 2.86915
```

These are the Löwdin partial charges, in e, on atoms 1 to 8: number 1, Li, carries 0.623; number 2, C, carries -0.106; number 3, C, carries -0.512; number 4, O, carries -0.371; number 5, H, carries 0.070; number 6, H, carries 0.058; number 7, H, carries 0.032; number 8, H, carries 0.074